The following is a DFT calculation (the ωB97M-V functional and the def2-TZVPD basis) of a cluster of 2 separate species, C4H13NOS in total.

## Properties
ΔE to the lowest compared entry with this formula, charge and spin	0.334	eV
spin multiplicity	2
electronic energy	-688.069560	hartree
LUMO energy (spin up / spin down)	-3.24 / -7.58	eV
charge	+1
orbital gap (spin up / spin down)	0.3506 / 0.1891	Eh

Positions of all 20 atoms, in Å:
C -0.2650 -1.4631 0.2657
C -1.7343 -1.1063 0.5061
S -2.1248 -0.4008 2.1263
C 0.6634 -0.2969 0.5887
N 0.2867 0.9398 -0.0225
C 1.0128 2.1440 0.2809
H 0.0729 -2.3172 0.8422
H -0.1669 -1.7277 -0.7855
H -2.3876 -1.9402 0.2916
H -2.0172 -0.3075 -0.1900
H -1.5591 -1.3473 2.8914
H 0.7573 -0.1314 1.6634
H 1.6925 -0.5042 0.2527
H 0.0655 0.8614 -1.0300
H 1.9181 2.1670 -0.3362
H 1.2827 2.1544 1.3331
H 0.3733 3.0015 0.0699
H 0.6883 0.6448 -3.4728
H 1.1056 -0.3334 -2.3881
O 0.3357 -0.0370 -2.8867

Atomic forces in eV per Å
-0.1 0.5 -0.3
0.1 0.3 0.0
0.1 0.2 0.1
-0.3 -0.4 0.8
1.4 -0.1 -1.1
-0.6 0.1 0.8
-0.1 -0.1 0.2
0.1 -0.1 -0.1
0.0 -0.3 0.0
-0.1 -0.1 0.0
-0.1 -0.1 -0.1
-0.1 0.1 0.0
0.1 0.0 -0.2
-0.8 -0.1 0.1
-0.1 0.1 -0.1
0.1 0.0 0.0
0.2 0.1 -0.2
-0.1 -0.1 -0.2
0.2 -0.3 -0.4
0.1 0.5 0.7

Mulliken charges, unit e, in atom order: -0.46 -0.75 -0.19 -0.72 0.09 -0.84 0.34 0.31 0.43 0.32 0.15 0.45 0.43 0.40 0.35 0.35 0.34 0.33 0.34 -0.66



The following is a DFT calculation (the ωB97M-V functional and the def2-TZVPD basis) of a cluster of 3 separate species, C4H13NOS2 in total.

## Properties
ΔE to the lowest compared entry with this formula, charge and spin	5.599	eV
electronic energy	-1086.375522	hartree
LUMO energy	-4.39	eV
charge	0
orbital gap	0.1376	Eh

Positions of all 21 atoms, in Å:
N -2.2069 1.9884 -0.0043
C -1.2095 0.9601 -0.3952
C -1.6145 -0.4038 0.2382
C 0.2182 1.1581 0.1909
S 0.2868 1.4049 1.9518
S 0.2584 -1.1682 -2.0820
C 1.8109 -1.8905 -1.6838
H -1.8648 2.3205 0.8992
H -3.0355 1.4678 0.2757
H -1.1118 0.9397 -1.4816
H -0.7480 -1.0352 0.3966
H -2.2762 -0.9687 -0.4305
H -2.0751 -0.1424 1.1831
H 0.5442 2.1724 -0.1160
H 0.9489 0.4231 -0.1997
H 2.3578 -2.2901 -2.5380
H 2.4412 -1.1601 -1.1652
H 1.6563 -2.6999 -0.9668
H 1.0782 -0.6946 1.7255
H 2.2651 -1.4971 2.1390
O 1.5392 -1.5353 1.5175

Atomic forces in eV per Å
0.9 -0.3 0.3
0.3 -1.1 1.4
-0.6 0.3 -1.2
-1.5 2.5 0.4
0.1 -0.6 -0.7
0.3 0.6 0.0
0.2 -0.7 1.1
-0.2 0.3 -0.1
-0.1 0.2 -0.3
-0.1 -0.2 0.0
0.2 -0.2 0.1
-0.2 0.2 0.4
-0.2 -0.4 0.2
0.7 -0.4 -0.5
0.0 -0.3 -0.4
-0.1 0.3 -0.3
0.1 0.1 -0.3
0.1 0.0 -0.1
0.1 -0.5 -0.1
0.4 -0.2 0.2
-0.3 0.5 0.0

Mulliken charges, unit e, in atom order: -0.75 0.27 -1.48 -0.33 -0.16 0.01 -0.73 0.32 0.28 0.32 0.47 0.22 0.59 0.31 -0.14 0.36 0.26 0.25 0.17 0.30 -0.53



The following is a DFT calculation (the ωB97M-V functional and the def2-TZVPD basis) of a cluster of 2 separate species, C4H13NSi2 in total.

## Properties
ΔE to the lowest compared entry with this formula, charge and spin	2.679	eV
electronic energy	-793.849361	hartree
LUMO energy	0.40	eV
charge	0
orbital gap	0.3126	Eh

Positions of all 20 atoms, in Å:
C -3.1965 1.5031 -0.6572
C -4.0162 0.3311 -1.0557
C -1.7850 1.3563 -1.0251
C 4.3782 -1.7384 1.4242
N -3.0715 -0.7620 -0.8906
Si -1.4410 -0.4951 -0.3783
Si 2.7975 -0.6352 1.8700
H -3.4064 2.4106 -1.1168
H -3.3791 1.7723 0.4306
H -4.8676 0.2405 -0.4498
H -4.2750 0.4453 -2.1640
H -1.4671 1.4746 -2.0528
H -1.1828 2.1745 -0.5207
H 4.3857 -2.7205 0.8536
H 5.1310 -1.0481 0.8425
H 4.8431 -1.9262 2.4617
H -3.5951 -1.5813 -0.8491
H 2.4658 0.1605 0.7533
H 3.6658 -0.0475 2.9785
H 1.6487 -1.2660 2.3913

Atomic forces in eV per Å
-1.0 1.7 1.6
1.6 0.7 -2.8
3.4 -0.5 2.3
1.1 0.0 -0.1
0.2 0.4 0.6
-0.3 0.6 -1.0
3.8 -1.2 0.6
-1.7 1.7 -1.1
0.7 -0.7 -0.9
-1.3 -0.4 0.6
-0.1 -0.3 1.3
-0.6 -0.2 -0.6
-0.5 -1.0 -0.3
-0.4 1.2 0.7
-1.4 -1.1 1.2
-0.5 0.1 -1.7
-0.3 -2.0 0.2
-0.4 1.0 -0.9
-1.1 0.6 -0.4
-1.1 -0.7 0.5

Mulliken charges, unit e, in atom order: -0.62 -0.30 -0.88 -0.90 -0.07 -0.19 0.51 0.35 0.25 0.30 0.21 0.36 0.36 0.31 0.24 0.22 0.21 -0.12 -0.12 -0.12



The following is a DFT calculation (the ωB97M-V functional and the def2-TZVPD basis) of a cluster of 3 separate species, C4H13O4 in total.

## Properties
ΔE to the lowest compared entry with this formula, charge and spin	0.543	eV
electronic energy	-461.192566	hartree
LUMO energy	4.01	eV
charge	-1
orbital gap	0.3239	Eh

Positions of all 21 atoms, in Å:
C -1.4222 -1.2368 -1.2482
O -1.2556 -0.1884 -2.1698
C -0.1043 -1.8456 -0.7485
C 0.8437 -0.7904 -0.1809
C 0.2587 -0.1527 1.0906
O 0.3822 1.2684 0.9733
H -1.9573 -2.0246 -1.7986
H -2.1496 -0.9543 -0.4745
H 0.3494 -2.3456 -1.6179
H -0.3547 -2.7105 -0.1175
H 0.9686 -0.0594 -0.9742
H 1.8282 -1.2065 0.0548
H -0.8105 -0.3515 1.2051
H 0.7967 -0.4000 2.0125
H -0.2604 1.5715 0.1261
H 1.2132 2.1207 3.2680
H 1.8006 1.9255 1.9307
O 2.0849 2.0899 2.8612
H -1.0316 0.6838 -1.7203
H -0.3164 2.6145 -1.4783
O -0.8636 1.9919 -0.9935

Atomic forces in eV per Å
-0.5 0.0 -0.9
0.1 -1.0 -0.4
-0.2 -0.4 -0.6
-0.5 -1.2 0.7
0.4 2.1 -0.5
-0.4 -0.3 0.2
0.1 -0.1 0.0
0.4 0.1 0.4
0.1 0.3 0.0
0.1 0.4 0.5
0.0 0.3 0.2
0.0 -0.1 -0.2
0.0 -0.5 0.1
-0.1 -0.5 -0.2
0.8 0.5 0.1
0.0 0.0 0.1
-0.1 -0.1 0.3
0.1 0.1 -0.2
-0.2 0.4 0.3
0.1 0.0 0.1
-0.4 0.1 0.0

Mulliken charges, unit e, in atom order: -0.57 -0.60 -0.56 -0.68 -0.35 -0.75 0.34 0.29 0.34 0.30 0.35 0.33 0.23 0.33 0.36 0.29 0.38 -0.69 0.42 0.20 -0.96



The following is a DFT calculation (the ωB97M-V functional and the def2-TZVPD basis) of a structure of composition C4H14AlBNO.

## Properties
electronic energy	-558.163953	hartree
LUMO energy	3.58	eV
charge	-1
orbital gap	0.2771	Eh

Positions of all 22 atoms, in Å:
C -2.0120 0.1754 0.6124
C -1.0653 -0.3051 1.7162
C 0.2790 -0.8267 1.1572
C 0.0554 -1.9717 0.1498
Al 1.3627 0.7740 0.4545
B 1.3106 0.9947 -1.6606
N 0.7175 2.1916 -2.2477
O 1.8331 0.1421 -2.6448
H -2.6958 0.9444 0.9555
H -2.5972 -0.6652 0.2450
H -1.4312 0.5253 -0.2355
H -0.8220 0.5649 2.3195
H -1.5479 -1.0598 2.3426
H 0.8048 -1.2417 2.0161
H -0.9971 -2.1391 -0.0648
H 0.4227 -2.9248 0.5322
H 0.5480 -1.8221 -0.8115
H 0.6658 2.1202 1.0829
H 2.8795 0.7272 1.0648
H 0.2498 1.9476 -3.1166
H 0.0701 2.5947 -1.5822
H 1.9696 -0.7459 -2.2850

Atomic forces in eV per Å
0.1 -0.7 0.1
0.5 0.3 -0.4
-0.4 0.2 -0.2
0.2 -0.2 0.2
0.1 -0.1 0.7
0.2 0.4 -0.4
-0.2 -0.9 0.3
-0.3 -0.6 -0.1
-0.1 0.2 0.0
-0.2 0.0 -0.1
0.1 0.4 -0.1
-0.1 0.0 0.4
-0.3 0.0 0.1
0.3 0.0 0.1
-0.2 0.0 -0.1
0.1 -0.2 0.0
0.0 0.1 -0.2
-0.1 0.1 0.0
0.1 -0.1 -0.1
0.1 0.4 -0.1
0.1 0.3 -0.2
0.2 0.6 -0.1

Mulliken charges, unit e, in atom order: -0.81 -0.83 0.13 -1.02 0.26 0.19 -0.67 -0.68 0.30 0.33 0.01 0.32 0.36 0.42 0.25 0.30 0.06 -0.34 -0.33 0.20 0.27 0.29



The following is a DFT calculation (the ωB97M-V functional and the def2-TZVPD basis) of a cluster of 2 separate species, C4H14N in total.

## Properties
ΔE to the lowest compared entry with this formula, charge and spin	0.841	eV
spin multiplicity	2
electronic energy	-215.401232	hartree
LUMO energy (spin up / spin down)	0.93 / 0.68	eV
charge	0
orbital gap (spin up / spin down)	0.1657 / 0.4694	Eh

Positions of all 19 atoms, in Å:
C 0.1979 0.8480 0.9844
C 0.6672 2.2910 0.8985
N -0.9198 0.5653 1.8651
H -0.1039 0.5896 -0.0400
H 1.0315 0.1710 1.2349
H 1.1909 2.3767 -0.0376
H 1.4209 2.3925 1.7035
H -1.7623 1.0117 1.5963
H -1.0884 -0.4033 1.9747
H -0.6968 0.8613 2.8310
H -0.0746 3.1073 1.0270
C -0.1035 -1.9752 -1.2313
C 0.2446 -1.6669 -2.6280
H -0.1759 -3.0923 -1.1314
H 0.7111 -1.6244 -0.5784
H -1.0435 -1.4765 -0.9741
H 1.0743 -2.2426 -2.8372
H -0.5676 -1.9367 -3.2889
H 0.4859 -0.6727 -2.6770

Atomic forces in eV per Å
0.7 -0.1 -2.3
0.5 0.2 1.8
1.6 1.0 1.1
-0.2 -0.3 0.5
-0.4 0.4 0.1
0.1 0.3 -0.4
-0.3 0.5 -0.3
-1.8 0.9 -0.6
-0.5 -2.3 -0.1
0.1 0.4 0.7
0.3 -0.8 -0.3
-0.3 -1.2 1.3
-1.5 -1.1 0.0
-0.3 1.1 0.3
-0.4 -0.2 0.1
0.1 -0.3 0.4
1.9 -1.1 -1.1
-0.1 0.1 -0.4
0.5 2.6 -0.7

Mulliken charges, unit e, in atom order: -0.96 -1.02 -2.21 0.25 0.12 0.35 0.40 1.00 0.78 0.83 0.41 -0.61 -1.02 0.41 0.09 0.23 0.32 0.30 0.35